No. 1
This record from the OMol25 dataset describes a cluster of 11 separate species, C54H156Cl2N24O16P8S2 in total at a distorted geometry. The level of theory is ωB97M-V/def2-TZVPD.

ORCA input file:
```
! RIJCOSX wB97M-V def2-TZVPD def2/J DEFGRID3
* xyz 0 1
C 4.04501 -0.87892 2.75357
N 4.80985 -2.08084 2.49320
C 4.01020 -3.33583 2.56667
P 6.42712 -1.87610 2.24117
O 7.19798 -1.12815 3.27560
N 7.22365 -3.33695 2.04756
C 7.78123 -4.10206 3.20454
C 7.18744 -4.14611 0.83052
N 6.42432 -1.16869 0.71505
C 5.37589 -1.30386 -0.23743
C 7.52960 -0.33722 0.39364
H 4.66786 -0.00842 2.56011
H 3.57308 -0.85222 3.72709
H 3.23236 -0.76284 2.00648
H 3.17122 -3.05633 3.19644
H 4.59974 -4.21023 2.91162
H 3.60595 -3.45335 1.55601
H 8.86474 -4.21930 3.12885
H 7.65598 -3.60269 4.16407
H 7.41474 -5.10854 3.29286
H 6.50065 -5.02109 0.84157
H 6.92406 -3.46146 0.02581
H 8.20689 -4.53631 0.67261
H 5.67859 -1.72723 -1.23775
H 4.52647 -1.85460 0.13135
H 4.89685 -0.38551 -0.61033
H 7.98708 0.06877 1.32851
H 7.20136 0.54025 -0.20063
H 8.22320 -0.97771 -0.23346
C -1.97777 3.12434 -4.49904
N -2.92860 4.15496 -4.06484
C -2.84029 4.56666 -2.71026
P -3.45745 5.42678 -5.02716
O -2.69836 6.64373 -4.79682
N -3.36790 4.89098 -6.65229
C -4.55107 4.16906 -7.30557
C -2.26580 5.33054 -7.50583
N -5.04231 5.59711 -4.61551
C -5.93546 4.69973 -3.92157
C -5.67207 6.80359 -5.08584
H -0.96864 3.49686 -4.34920
H -2.09898 2.93698 -5.56121
H -2.05331 2.23610 -3.88935
H -2.80700 3.63097 -2.09361
H -3.70340 5.23436 -2.44134
H -1.93362 5.14519 -2.55050
H -4.20180 3.20816 -7.68687
H -5.34557 4.02974 -6.58842
H -4.89780 4.72501 -8.14018
H -1.96951 4.53503 -8.17485
H -2.48081 6.22397 -8.08638
H -1.44242 5.66952 -6.88237
H -6.63276 4.28818 -4.67002
H -5.26061 3.91470 -3.66695
H -6.35197 5.18505 -3.03340
H -6.38239 6.57372 -5.84150
H -4.94168 7.48792 -5.55007
H -6.23350 7.31145 -4.24933
C -3.44005 -3.31777 7.20047
N -2.02631 -3.60100 6.78621
C -1.53017 -4.86496 7.29682
P -0.98379 -2.31911 6.40402
O -1.75557 -1.25949 5.67009
N -0.33141 -1.68774 7.81419
C -0.94029 -0.44898 8.42152
C 0.40672 -2.56803 8.74809
N 0.36356 -3.10110 5.71013
C 1.64746 -2.44533 5.59828
C 0.04683 -4.06945 4.63235
H -3.56543 -3.39131 8.27569
H -4.13488 -3.98791 6.71225
H -3.69051 -2.30312 6.94016
H -0.43035 -4.90455 7.26765
H -1.89906 -5.74517 6.77167
H -1.83907 -4.95739 8.33623
H -1.45990 0.05075 7.63748
H -1.56565 -0.57408 9.23830
H -0.13189 0.17776 8.76408
H -0.23810 -2.95740 9.55879
H 0.86891 -3.33759 8.10110
H 1.17662 -1.99911 9.29477
H 1.60959 -1.77442 4.71797
H 1.77078 -1.84665 6.50251
H 2.45392 -3.18128 5.59667
H 0.93371 -4.76998 4.61901
H 0.06326 -3.59088 3.65700
H -0.88697 -4.60894 4.79102
C -6.33253 -3.32793 1.58264
N -5.28523 -3.86367 0.75569
C -5.33265 -3.47747 -0.64622
P -4.15694 -4.97445 1.17061
O -2.91189 -4.79845 0.35381
N -4.19334 -4.75985 2.77768
C -3.78894 -5.82707 3.68340
C -3.92140 -3.40955 3.29178
N -4.73358 -6.52900 0.91905
C -3.86597 -7.54256 0.44687
C -6.14088 -6.86883 1.27420
H -6.31732 -3.68719 2.61541
H -7.23321 -3.65842 1.06774
H -6.33222 -2.26289 1.71500
H -5.97183 -4.23289 -1.13527
H -4.32513 -3.41299 -1.13919
H -5.71715 -2.44465 -0.67438
H -2.79227 -5.71092 4.04676
H -4.52005 -5.88924 4.55053
H -3.76224 -6.79411 3.17206
H -2.82185 -3.38841 3.55762
H -4.01260 -2.66113 2.51783
H -4.63280 -3.16802 4.14137
H -3.52818 -8.17672 1.27181
H -4.33732 -8.18389 -0.35197
H -3.11801 -7.01971 -0.10447
H -6.61966 -5.92017 1.57258
H -6.12431 -7.58539 2.12561
H -6.66146 -7.36488 0.45582
C 0.39973 -1.43397 1.42066
N -0.33857 -0.22092 1.45626
C -0.81602 0.30266 2.74707
P -0.93136 0.52911 0.08229
O -2.07864 1.35201 0.52068
N 0.22542 1.46932 -0.74932
C 0.06559 2.83128 -1.25955
C 1.60824 1.02305 -0.77419
N -1.12002 -0.75203 -0.88462
C -2.14523 -1.66145 -0.33917
C -1.18791 -0.64374 -2.31779
H -0.12175 -2.24580 1.93414
H 1.42795 -1.38927 1.82037
H 0.49474 -1.75253 0.41941
H -0.22837 -0.08768 3.56338
H -1.84446 -0.01491 2.97102
H -0.82211 1.37570 2.77191
H 0.77663 3.46027 -0.70708
H 0.29396 2.89793 -2.35470
H -1.01589 3.12706 -1.10235
H 2.06859 1.34585 0.13468
H 1.73498 -0.04038 -0.97702
H 2.13059 1.52608 -1.52650
H -3.15784 -1.39281 -0.63300
H -2.00068 -2.71625 -0.71683
H -2.10711 -1.66613 0.74907
H -2.16612 -0.21715 -2.65546
H -1.01083 -1.59815 -2.82131
H -0.41880 0.03146 -2.69460
C 5.16548 3.95554 -0.06597
N 6.10878 4.13579 -1.14523
C 7.50008 4.24047 -0.60870
P 5.94206 2.91936 -2.27498
O 6.14941 1.49360 -1.94576
N 4.39422 3.08480 -2.80534
C 3.91424 2.08491 -3.71290
C 3.77656 4.39798 -3.07964
N 7.04565 3.54164 -3.38743
C 8.09441 2.75142 -4.09630
C 7.02919 4.99330 -3.65715
H 4.17424 4.27837 -0.38667
H 5.39325 4.69339 0.73789
H 5.13463 2.94635 0.32842
H 7.66583 3.28614 -0.10982
H 7.40330 5.08887 0.05912
H 8.32619 4.47758 -1.33922
H 4.49127 1.18472 -3.54685
H 2.84463 1.92851 -3.66344
H 4.16015 2.50212 -4.67594
H 4.02619 5.19054 -2.35447
H 4.08926 4.72900 -4.08288
H 2.65860 4.38902 -3.03565
H 8.06545 1.68190 -3.80661
H 7.93411 2.85417 -5.18416
H 9.14551 3.00401 -3.88169
H 6.75666 5.22705 -4.70349
H 8.03841 5.34974 -3.48166
H 6.33254 5.54237 -2.99693
C 0.64732 -3.08618 -5.51049
N 0.05175 -1.95492 -6.24150
C -1.26248 -1.57675 -5.75914
P 0.79800 -1.18966 -7.59647
O 2.25608 -1.14302 -7.49911
N 0.34073 -1.99914 -8.98184
C -0.99916 -2.41878 -9.40046
C 1.38410 -2.60448 -9.76340
N -0.02627 0.28891 -7.71203
C 0.48361 1.27041 -6.71479
C 0.03170 0.85088 -9.04155
H 0.82326 -3.83153 -6.26287
H 0.04888 -3.43596 -4.66418
H 1.63454 -2.73087 -5.09210
H -1.90244 -2.42332 -5.49609
H -1.75063 -1.04532 -6.60014
H -1.24325 -0.88350 -4.89091
H -1.03134 -2.51025 -10.47730
H -1.33246 -3.33937 -8.92277
H -1.73772 -1.65914 -9.27359
H 2.36065 -2.36103 -9.26584
H 1.27861 -3.72058 -9.92221
H 1.40529 -2.21724 -10.77001
H 1.50264 1.57590 -6.95994
H -0.13146 2.18254 -6.80921
H 0.36845 0.92553 -5.68001
H -0.34616 0.15801 -9.80386
H 1.08760 1.03907 -9.27956
H -0.51859 1.80901 -9.07669
C 1.50318 1.87018 6.58972
N 0.72110 2.63342 5.59844
C -0.72189 2.40980 5.54722
P 1.44871 3.83203 4.73277
O 2.90715 3.80627 4.81894
N 0.76475 3.64564 3.23062
C 1.53812 2.89520 2.19809
C -0.42911 4.34538 2.70080
N 0.68484 5.25238 5.26573
C 0.45599 5.24279 6.72431
C 1.17387 6.42565 4.64098
H 2.53439 1.87720 6.19717
H 1.18805 0.85738 6.66889
H 1.38865 2.41282 7.55565
H -1.35464 2.79786 6.31219
H -0.88064 1.35233 5.52077
H -1.12514 2.75446 4.60993
H 1.94839 3.55213 1.45277
H 2.37861 2.35954 2.68677
H 0.87726 2.13139 1.69600
H -1.08002 4.57536 3.57131
H -0.22260 5.29377 2.16721
H -0.89991 3.68545 1.99766
H -0.35625 5.97658 6.95372
H 0.04400 4.30633 7.06588
H 1.33997 5.45886 7.38670
H 0.50619 7.22866 4.81417
H 1.35824 6.28127 3.57513
H 2.16711 6.79570 5.04205
O 2.45913 -5.32503 -2.59382
S 1.59170 -4.51357 -1.80655
O 1.56954 -3.00997 -1.84236
O 0.12620 -5.03023 -2.21729
C -0.07162 -6.30918 -1.50936
C 0.49851 -6.03579 -0.06791
O 1.55374 -5.01087 -0.32286
H -1.13762 -6.45820 -1.61796
H 0.42851 -7.11321 -2.09826
H 1.05411 -6.84058 0.32797
H -0.20837 -5.74483 0.73543
O -8.11511 1.21631 0.02340
S -7.03024 1.73697 -0.69697
O -7.09501 2.34388 -2.03678
O -6.30861 2.79886 0.19443
C -4.87413 2.77319 0.12286
C -4.58336 1.32382 -0.39450
O -5.86374 0.72305 -0.70974
H -4.56714 3.50585 -0.59812
H -4.56035 2.93379 1.17675
H -4.05423 0.77811 0.37791
H -3.94296 1.28512 -1.24324
Cl -4.27810 3.33403 3.97140
C -3.82463 1.57749 4.03449
C -4.96611 0.78979 4.52828
Cl -6.25691 0.49904 3.29803
H -3.02170 1.52171 4.70573
H -3.57157 1.24087 3.06436
H -5.40439 1.20589 5.42532
H -4.60143 -0.20473 4.75798
*
```

Values from the calculation:
SMILES string: CN(C)P(=O)(N(C)C)N(C)C.CN(C)P(=O)(N(C)C)N(C)C.CN(C)P(=O)(N(C)C)N(C)C.CN(C)P(=O)(N(C)C)N(C)C.CN(C)P(=O)(N(C)C)N(C)C.CN(C)P(=O)(N(C)C)N(C)C.CN(C)P(=O)(N(C)C)N(C)C.CN(C)P(=O)(N(C)C)N(C)C.O=S1(=O)OCCO1.O=S1(=O)OCCO1.ClCCCl
LUMO (eV): 0.06
Total energy (a.u.): -9116.9355

---

No. 2
This record from the OMol25 dataset describes the ion C2H7N3P with charge +1 at a distorted geometry. The level of theory is ωB97M-V/def2-TZVPD.

ORCA input file:
```
! RIJCOSX wB97M-V def2-TZVPD def2/J DEFGRID3
* xyz 1 1
N 1.80582 -0.97110 -0.04357
C 0.54829 -0.53153 -0.01916
N 0.27428 0.78084 0.08596
C -1.16689 1.17519 -0.22230
P -2.11519 -0.43444 -0.06936
N -0.69068 -1.38298 -0.14298
H 2.37405 -0.19248 -0.32445
H 2.18473 -1.82650 -0.38098
H 0.95887 1.46600 -0.19534
H -1.73533 1.80834 0.54812
H -1.08828 1.81099 -1.13138
H -2.37776 -0.63615 1.37935
H -0.69842 -2.05787 -0.87961
*
```

Values from the calculation:
SMILES string: [NH2+]=C1NCPN1
LUMO (eV): -3.75
Total energy (a.u.): -585.7650
ΔE to the lowest compared entry with this formula, charge and spin (kJ/mol): 148.7

---

No. 3
This record from the OMol25 dataset describes a structure of composition C3H3AgMgO3 at a distorted geometry. The level of theory is ωB97M-V/def2-TZVPD.

ORCA input file:
```
! RIJCOSX wB97M-V def2-TZVPD def2/J DEFGRID3
* xyz -1 2
H -2.53270 1.49219 -0.86663
C -1.46367 0.07307 1.97690
C -0.36460 0.62491 1.40647
O -0.16482 0.26063 0.06236
C 0.99360 0.60936 -0.57134
O 0.91300 0.46195 -1.80602
O -2.41900 -0.49598 1.27801
Ag 3.38659 1.18352 -1.97165
H -1.46086 -0.05350 3.07063
H 0.49199 1.04673 1.92693
Mg -2.21655 -0.35549 -0.72444
*
```

Values from the calculation:
LUMO (alpha / beta) (eV): 1.70 / 1.70
Total energy (a.u.): -688.7966
ΔE to the lowest compared entry with this formula, charge and spin (kJ/mol): 0.0

---

No. 4
This record from the OMol25 dataset describes a cluster of 2 separate species, C9H13NO in total at a distorted geometry. The level of theory is ωB97M-V/def2-TZVPD.

ORCA input file:
```
! RIJCOSX wB97M-V def2-TZVPD def2/J DEFGRID3
* xyz 0 1
C 1.89657 0.68141 1.94982
C 0.72843 0.96352 1.03379
C -0.55049 1.03775 1.57137
C -1.52483 1.75713 0.86441
C -1.26560 2.22182 -0.38587
C -0.07818 1.86960 -1.05110
C 0.90468 1.15769 -0.36202
H 2.78706 1.31914 1.62060
H 2.12308 -0.36515 2.10503
H 1.50584 1.31727 2.90542
H -1.04300 0.62917 2.60004
H -2.62959 1.64501 1.25247
H -1.91512 2.83073 -0.91680
H -0.03002 2.03851 -2.11056
H 1.86357 0.89740 -0.77476
C -0.59280 -2.11485 -2.21654
C -0.23067 -2.78623 -0.91660
N -0.21306 -2.04251 0.21859
O 0.23570 -3.92723 -0.77980
H -1.06085 -1.18993 -2.04981
H -1.34632 -2.68181 -2.86875
H 0.40003 -1.90056 -2.77711
H 0.50553 -2.28024 0.89600
H -0.46996 -1.07763 0.19220
*
```

Values from the calculation:
SMILES string: Cc1ccccc1.CC(N)=O
LUMO (eV): 0.66
Total energy (a.u.): -480.6886
ΔE to the lowest compared entry with this formula, charge and spin (kJ/mol): 180.3